No. 1
{
  "formula": "C12H29BF4N5O4OsP",
  "method": "the ωB97M-V functional and the def2-TZVPD basis",
  "elements": ["Os", "C", "N", "C", "C", "N", "N", "C", "N", "N", "H", "H", "H", "H", "H", "H", "H", "H", "H", "H", "H", "F", "B", "F", "F", "F", "C", "C", "C", "C", "O", "P", "O", "O", "O", "C", "C", "C", "C", "H", "H", "H", "H", "H", "H", "H", "H", "H", "H", "H", "H", "H", "H", "H", "H", "H", "H"],
  "positions_angstrom": [[-1.274, 1.201, -1.866], [-2.590, -2.731, 0.172], [-1.717, -2.869, -1.007], [-1.296, -4.225, -1.380], [-1.280, -1.787, -1.618], [-1.771, -0.592, -1.294], [-0.273, -1.923, -2.548], [0.285, -0.992, -3.405], [1.088, -1.497, -4.339], [0.072, 0.285, -3.266], [-2.725, -3.715, 0.607], [-3.572, -2.355, -0.121], [-2.115, -2.081, 0.908], [-2.090, -4.910, -1.099], [-0.380, -4.507, -0.857], [-1.178, -4.320, -2.458], [-2.474, -0.605, -0.562], [0.072, -2.864, -2.655], [1.178, -2.487, -4.502], [1.545, -0.891, -5.001], [0.504, 0.858, -3.983], [-2.758, 1.368, -3.037], [-2.795, 0.015, -5.191], [-3.992, 0.381, -5.534], [-2.598, -1.089, -4.469], [-1.722, 0.685, -5.580], [0.669, 3.668, 3.214], [-0.526, 2.750, 3.070], [-1.838, 3.486, 3.238], [-0.445, 1.536, 3.976], [-0.558, 2.289, 1.631], [0.145, 1.075, 0.995], [-0.496, -0.246, 1.105], [0.041, 1.549, -0.607], [1.650, 1.180, 1.329], [2.717, 0.155, 1.121], [2.519, -0.526, -0.225], [4.001, 0.957, 1.150], [2.617, -0.823, 2.274], [0.695, 4.053, 4.233], [0.593, 4.513, 2.531], [1.602, 3.141, 3.024], [-1.866, 3.942, 4.226], [-2.685, 2.808, 3.148], [-1.934, 4.275, 2.493], [-0.508, 1.871, 5.011], [0.499, 1.003, 3.855], [-1.269, 0.848, 3.790], [2.485, 0.210, -1.029], [1.603, -1.121, -0.229], [3.365, -1.190, -0.404], [4.030, 1.682, 0.337], [4.852, 0.284, 1.049], [4.096, 1.490, 2.094], [1.634, -1.292, 2.305], [2.797, -0.317, 3.222], [3.372, -1.601, 2.157]],
  "forces_ev_per_angstrom": [[0.07, 0.03, 0.15], [-0.05, 0.01, -0.01], [0.08, 0.03, -0.04], [-0.02, 0.01, -0.05], [0.25, 0.04, 0.24], [-0.47, -0.25, -0.15], [-0.14, -0.05, -0.07], [0.01, -0.02, 0.03], [-0.03, -0.02, -0.01], [0.11, 0.05, -0.23], [0.01, 0.01, 0.01], [-0.02, -0.02, 0.01], [-0.01, 0.02, 0.00], [0.03, -0.01, 0.01], [0.01, -0.01, -0.01], [-0.02, -0.01, -0.01], [0.09, -0.07, 0.05], [0.02, 0.03, 0.02], [-0.02, 0.00, -0.01], [0.02, 0.01, 0.01], [-0.05, -0.04, -0.05], [0.18, 0.14, -0.03], [-0.01, 0.00, -0.04], [-0.10, 0.01, -0.01], [0.07, -0.01, 0.07], [0.07, 0.00, -0.02], [0.02, 0.01, -0.04], [-0.08, -0.04, 0.13], [0.01, 0.03, -0.03], [0.02, 0.01, -0.03], [0.04, 0.02, -0.10], [-0.04, 0.03, 0.13], [0.00, -0.02, -0.05], [-0.09, 0.00, 0.15], [0.05, 0.12, -0.19], [-0.04, -0.04, 0.06], [-0.02, 0.04, 0.01], [-0.01, 0.01, 0.04], [0.03, -0.01, 0.00], [0.00, 0.01, 0.01], [-0.02, 0.01, 0.00], [0.01, -0.03, 0.01], [-0.01, 0.00, 0.00], [0.00, -0.03, -0.01], [0.01, 0.02, 0.01], [0.01, -0.01, 0.02], [0.04, 0.00, 0.01], [-0.02, 0.01, -0.01], [0.02, 0.02, -0.01], [-0.02, -0.02, 0.01], [-0.01, -0.01, -0.01], [-0.01, -0.01, -0.02], [0.01, -0.01, 0.00], [0.00, -0.01, 0.01], [-0.01, -0.01, -0.03], [0.01, 0.01, 0.00], [0.01, 0.00, 0.02]],
  "multiplicity": 5,
  "de_lowest_kcal_mol": 22.52,
  "total_energy_ev": -51849.750,
  "e_homo_ev": [-16.13, -16.13],
  "total_charge": 2,
  "e_lumo_ev": [-8.54, -9.86],
  "homo_lumo_gap_ev": [7.6, 6.3]
}

No. 2
{
  "formula": "C12H29Cl2I2O5PS3Si2",
  "method": "the ωB97M-V functional and the def2-TZVPD basis",
  "elements": ["C", "C", "C", "Cl", "Si", "C", "C", "O", "Cl", "O", "Si", "S", "P", "O", "C", "I", "C", "C", "I", "H", "H", "H", "H", "H", "H", "H", "H", "H", "H", "H", "H", "H", "H", "H", "H", "H", "C", "S", "O", "C", "H", "H", "H", "H", "H", "H", "C", "S", "O", "C", "H", "H", "H", "H", "H", "H"],
  "positions_angstrom": [[2.546, 0.556, -1.456], [2.402, -0.266, -0.075], [1.493, -1.610, -0.222], [1.223, -2.193, 1.535], [-0.223, -1.000, -0.910], [-1.401, -2.518, -0.910], [-0.628, -3.941, -0.763], [-0.756, -4.569, 0.323], [0.360, -4.612, -2.181], [-0.702, 0.303, 0.130], [-2.391, 0.670, 0.055], [-2.541, 2.822, 0.422], [-3.343, 0.336, -1.908], [-2.482, 1.115, -2.965], [-3.233, -0.217, 1.537], [-2.706, 0.969, 3.329], [-4.816, -0.462, 1.385], [-5.456, -0.934, 2.810], [-5.960, 1.294, 0.768], [1.734, 1.377, -1.559], [2.574, -0.098, -2.396], [3.560, 1.115, -1.392], [3.463, -0.575, 0.266], [1.882, 0.385, 0.713], [1.973, -2.413, -0.876], [0.034, -0.542, -2.287], [-1.881, -2.562, -1.964], [-2.180, -2.514, -0.067], [-1.960, 3.442, -0.702], [-4.678, 0.894, -2.009], [-3.451, -1.034, -2.313], [-2.699, -1.235, 1.689], [-4.974, -1.358, 0.678], [-6.542, -1.303, 2.668], [-4.840, -1.765, 3.310], [-5.528, -0.063, 3.560], [3.435, -0.139, -6.642], [3.545, -1.363, -5.319], [2.810, -0.812, -4.138], [5.310, -1.144, -5.007], [2.396, -0.077, -6.970], [3.758, 0.837, -6.275], [4.060, -0.452, -7.480], [5.515, -0.105, -4.742], [5.874, -1.423, -5.899], [5.597, -1.793, -4.179], [1.036, 3.507, 4.631], [0.043, 2.450, 5.706], [-1.010, 3.309, 6.330], [1.329, 2.184, 6.946], [0.415, 3.830, 3.794], [1.383, 4.382, 5.184], [1.889, 2.941, 4.250], [1.657, 3.141, 7.354], [2.172, 1.662, 6.490], [0.915, 1.571, 7.747]],
  "forces_ev_per_angstrom": [[0.47, 0.55, 0.40], [0.10, -0.44, -0.52], [0.29, 1.72, 0.13], [0.19, 0.02, -1.22], [1.80, 0.01, 1.24], [-0.23, -1.77, -1.13], [-1.57, -0.99, 4.86], [1.01, 2.40, -5.53], [-1.03, 0.87, 1.35], [-2.24, -1.63, -1.94], [2.05, 1.25, 2.42], [0.44, 0.15, -1.13], [0.99, 2.17, -4.75], [-1.27, -1.65, 2.42], [-0.52, -0.67, -0.26], [-0.20, -0.64, -0.56], [0.45, -1.67, 2.04], [-0.54, 0.23, 0.09], [0.35, -0.77, 0.16], [1.20, -1.49, 0.14], [-0.12, 1.05, 1.67], [-1.65, -0.84, -0.20], [-1.83, 0.49, -0.30], [0.99, -1.00, -1.05], [-0.55, 1.00, 1.17], [-0.38, 0.02, 0.09], [0.49, 0.12, 1.78], [1.12, -0.16, -1.38], [-0.56, -1.19, 0.88], [0.59, -0.84, 0.67], [-0.34, 0.28, 0.58], [-0.97, 1.62, -0.10], [0.17, 1.70, 0.67], [1.80, 0.49, 0.02], [-0.79, 1.17, -0.95], [0.30, -1.28, -1.33], [-0.02, 0.13, 0.00], [-0.05, 0.05, 0.04], [0.30, -0.23, -0.66], [0.07, 0.09, 0.08], [0.07, -0.09, 0.11], [-0.02, -0.08, 0.07], [-0.03, -0.05, 0.07], [-0.10, -0.03, -0.01], [-0.08, -0.02, 0.02], [-0.13, 0.01, -0.07], [0.06, 0.10, -0.03], [-0.12, 0.19, 0.11], [0.37, -0.21, -0.18], [0.08, 0.04, 0.09], [-0.04, -0.11, 0.10], [-0.07, -0.07, 0.05], [-0.07, -0.04, 0.02], [-0.08, 0.00, -0.06], [-0.07, 0.00, -0.03], [-0.06, 0.05, -0.13]],
  "total_energy_ev": -121947.405,
  "e_homo_ev": -8.87,
  "e_lumo_ev": -0.19,
  "homo_lumo_gap_ev": 8.7
}